A molecular structure, C32H40FN6O2SiTi. Source: the OMol25 dataset; level of theory: wB97M-V/def2-TZVPD.

Values from the calculation:
**Charge**: +3
**LUMO level**: -9.09 eV
**Orbital gap**: 7.10 eV
**Relative energy (zero: lowest compared OMol25 entry of this formula, charge and spin)**: 0.000 eV
**DFT total energy**: -2960.5842 Ha

Last column: Löwdin charge in e.
CARTESIAN COORDINATES (ANGSTROEM)
Ti (-0.546, -0.148, -0.246)  1.21
C (-3.303, -1.164, -0.949)  -0.05
N (-2.474, -1.042, 0.310)  -0.21
C (-3.138, -0.130, 1.283)  -0.09
C (-3.165, 1.236, 0.678)  -0.24
C (-4.136, 2.168, 0.976)  0.03
C (-4.118, 3.389, 0.317)  0.01
C (-3.154, 3.609, -0.651)  0.01
C (-2.219, 2.621, -0.896)  -0.08
N (-2.193, 1.463, -0.221)  0.03
C (-2.310, -2.391, 0.905)  -0.09
C (-1.354, -3.137, 0.027)  -0.25
C (-1.343, -4.512, -0.094)  0.04
C (-0.443, -5.091, -0.974)  0.02
C (0.399, -4.272, -1.716)  0.00
C (0.342, -2.909, -1.530)  -0.07
N (-0.513, -2.346, -0.659)  0.02
C (-2.755, -0.489, -2.182)  -0.24
C (-3.589, -0.239, -3.250)  0.03
C (-3.046, 0.282, -4.417)  0.01
C (-1.686, 0.544, -4.475)  0.00
C (-0.918, 0.313, -3.352)  -0.08
N (-1.445, -0.189, -2.221)  0.00
H (-3.402, -2.227, -1.172)  0.15
H (-4.308, -0.793, -0.742)  0.15
H (-4.149, -0.484, 1.500)  0.16
H (-2.569, -0.142, 2.211)  0.10
H (-4.905, 1.935, 1.702)  0.14
H (-4.864, 4.142, 0.536)  0.14
H (-3.123, 4.528, -1.220)  0.13
H (-1.474, 2.752, -1.666)  0.12
H (-1.924, -2.280, 1.917)  0.12
H (-3.275, -2.897, 0.969)  0.16
H (-2.036, -5.115, 0.478)  0.14
H (-0.414, -6.166, -1.097)  0.14
H (1.089, -4.685, -2.439)  0.13
H (0.969, -2.235, -2.097)  0.11
H (-4.646, -0.465, -3.177)  0.14
H (-3.682, 0.479, -5.271)  0.14
H (-1.223, 0.937, -5.369)  0.13
H (0.144, 0.519, -3.333)  0.11
C (0.479, -1.789, 2.650)  -0.14
Si (0.345, 0.058, 2.937)  0.48
C (-0.957, 0.455, 4.196)  -0.15
C (2.007, 0.687, 3.462)  -0.14
N (-0.125, 0.818, 1.350)  -0.14
C (0.295, 2.163, 1.151)  -0.28
C (0.469, 3.119, 2.155)  -0.01
C (0.969, 4.378, 1.858)  -0.03
C (1.309, 4.728, 0.555)  -0.03
C (1.129, 3.811, -0.475)  0.01
C (0.637, 2.586, -0.117)  -0.21
F (0.380, 1.641, -1.136)  -0.05
H (-0.255, -2.355, 3.228)  0.05
H (1.461, -2.099, 3.015)  0.05
H (0.444, -2.122, 1.613)  0.00
H (-0.474, 0.557, 5.172)  0.06
H (-1.709, -0.330, 4.299)  0.04
H (-1.470, 1.399, 3.994)  0.04
H (2.502, -0.112, 4.020)  0.05
H (1.942, 1.552, 4.122)  0.05
H (2.648, 0.961, 2.621)  0.04
H (0.185, 2.884, 3.172)  0.11
H (1.087, 5.099, 2.657)  0.13
H (1.696, 5.713, 0.336)  0.13
H (1.345, 4.043, -1.509)  0.14
O (2.192, -0.248, -2.337)  0.07
C (2.343, -0.319, -1.126)  -0.56
O (1.414, -0.558, -0.260)  -0.14
C (3.717, -0.104, -0.509)  -0.14
N (4.713, 0.026, -1.641)  0.11
C (5.554, -1.237, -1.643)  -0.07
C (5.632, -1.584, -0.170)  -0.13
C (4.224, -1.277, 0.357)  -0.09
H (3.691, 0.840, 0.035)  0.17
H (5.307, 0.844, -1.516)  0.19
H (4.171, 0.135, -2.508)  0.17
H (6.501, -1.031, -2.133)  0.14
H (5.000, -1.974, -2.222)  0.14
H (6.378, -0.962, 0.327)  0.13
H (5.920, -2.622, -0.022)  0.14
H (4.231, -1.006, 1.410)  0.12
H (3.564, -2.137, 0.241)  0.13

***

A molecular structure, C32H41BBr33F3N2O7S at a distorted geometry. Source: the OMol25 dataset; level of theory: wB97M-V/def2-TZVPD.

Values from the calculation:
**LUMO level**: -0.29 eV
**Orbital gap**: 8.81 eV
**DFT total energy**: -87545.0704 Ha

Last column: Löwdin charge in e.
CARTESIAN COORDINATES (ANGSTROEM)
C (-3.575, 1.695, 2.836)  -0.06
C (-2.791, 1.376, 1.795)  -0.18
C (-1.936, 0.128, 1.876)  -0.16
C (-1.099, -0.427, 0.716)  -0.40
N (-1.043, -1.865, 0.984)  0.10
C (0.374, 0.104, 0.415)  -0.24
C (0.392, 1.627, 0.142)  -0.09
C (0.098, 2.622, 1.286)  -0.17
C (-0.806, 3.737, 0.763)  -0.28
O (-0.009, 4.732, 0.104)  -0.07
C (1.183, -0.144, 1.711)  -0.03
B (2.664, 0.419, 1.842)  -0.69
O (3.700, -0.474, 1.759)  0.16
O (3.007, 1.750, 2.113)  0.12
C (1.012, -0.655, -0.839)  -0.28
O (1.882, 0.219, -1.544)  -0.04
C (1.928, -1.828, -0.440)  -0.10
C (3.131, -2.059, -0.994)  0.06
C (0.059, -1.272, -1.950)  -0.26
C (-0.055, -2.814, -1.916)  -0.11
C (-1.289, -3.420, -2.600)  -0.03
C (-1.372, -3.343, -4.096)  -0.62
F (-1.782, -2.170, -4.577)  0.16
F (-2.324, -4.233, -4.496)  0.07
F (-0.246, -3.729, -4.709)  0.13
C (0.646, -0.859, -3.326)  -0.13
C (0.120, 0.288, -3.919)  0.02
C (0.665, 0.685, -5.128)  -0.03
C (1.704, -0.077, -5.649)  -0.23
N (2.217, -1.171, -5.096)  -0.01
C (1.681, -1.549, -3.927)  -0.19
O (-1.306, -0.804, -2.030)  -0.18
S (-2.117, -0.264, -0.791)  0.67
O (-2.512, 1.086, -1.092)  -0.30
O (-3.257, -1.115, -0.614)  -0.25
H (-3.711, 2.731, 3.116)  0.02
H (-4.071, 0.960, 3.457)  0.02
H (-2.810, 2.057, 0.959)  0.08
H (-2.699, -0.641, 2.054)  0.10
H (-1.398, 0.171, 2.816)  0.06
H (-0.111, -2.226, 0.835)  0.05
H (-1.197, -2.032, 1.971)  0.04
H (-0.286, 1.844, -0.682)  0.11
H (1.360, 1.950, -0.226)  0.11
H (1.001, 3.162, 1.564)  0.10
H (-0.271, 2.204, 2.215)  0.01
H (-1.352, 4.214, 1.576)  0.06
H (-1.540, 3.364, 0.051)  0.10
H (-0.234, 4.726, -0.827)  0.08
H (1.249, -1.200, 1.961)  0.11
H (0.661, 0.302, 2.557)  0.06
H (4.447, -0.108, 2.247)  0.12
H (3.241, 2.189, 1.288)  0.10
H (2.543, 0.567, -0.938)  0.08
H (1.646, -2.514, 0.355)  0.12
H (3.372, -3.081, -1.268)  0.05
H (3.864, -1.285, -1.153)  0.02
H (-0.161, -3.165, -0.895)  0.10
H (0.829, -3.305, -2.296)  0.05
H (-1.211, -4.489, -2.395)  0.13
H (-2.220, -3.124, -2.131)  0.13
H (-0.664, 0.862, -3.455)  0.13
H (0.326, 1.562, -5.654)  0.11
H (2.147, 0.241, -6.586)  0.11
H (2.127, -2.438, -3.497)  -0.01
C (5.744, 1.327, -3.205)  -1.58
Br (5.881, 0.722, -1.374)  0.61
Br (7.347, 0.954, -4.199)  0.56
Br (4.204, 0.592, -4.094)  0.74
H (5.634, 2.401, -3.165)  -0.03
C (-6.322, -1.584, 5.252)  -1.62
Br (-4.850, -1.816, 4.030)  0.64
Br (-6.620, -3.170, 6.298)  0.59
Br (-6.112, -0.030, 6.370)  0.57
H (-7.204, -1.427, 4.649)  -0.03
C (7.615, -2.747, -6.502)  -1.62
Br (5.757, -2.340, -6.203)  0.55
Br (8.209, -2.106, -8.217)  0.57
Br (8.754, -2.104, -5.085)  0.54
H (7.704, -3.823, -6.516)  -0.03
C (2.436, -5.817, -3.977)  -1.61
Br (3.372, -7.390, -4.567)  0.59
Br (2.058, -5.907, -2.088)  0.62
Br (3.372, -4.207, -4.473)  0.68
H (1.486, -5.798, -4.494)  -0.10
C (-1.824, -3.821, 5.131)  -1.65
Br (-0.244, -2.738, 5.348)  0.55
Br (-1.926, -4.592, 3.371)  0.59
Br (-1.957, -5.160, 6.504)  0.59
H (-2.675, -3.165, 5.241)  -0.10
C (0.654, 2.244, 5.289)  -1.54
Br (0.707, 3.039, 7.040)  0.59
Br (1.447, 0.489, 5.312)  0.64
Br (-1.115, 2.204, 4.508)  0.66
H (1.258, 2.870, 4.645)  -0.05
C (-1.337, 6.646, 3.834)  -1.60
Br (-2.892, 5.517, 4.003)  0.59
Br (-1.193, 7.870, 5.311)  0.58
Br (0.278, 5.630, 3.590)  0.62
H (-1.474, 7.237, 2.940)  -0.03
C (2.940, 9.288, 3.407)  -1.63
Br (2.892, 10.055, 5.170)  0.57
Br (3.751, 7.543, 3.413)  0.56
Br (1.197, 9.273, 2.591)  0.57
H (3.565, 9.925, 2.798)  -0.03
C (-2.930, 1.899, 8.650)  -1.62
Br (-2.980, 3.007, 7.084)  0.52
Br (-4.627, 1.843, 9.555)  0.57
Br (-2.282, 0.131, 8.240)  0.56
H (-2.220, 2.348, 9.329)  -0.03
C (-2.464, -7.626, -6.098)  -1.64
Br (-0.933, -7.232, -5.002)  0.61
Br (-2.239, -9.277, -7.060)  0.58
Br (-4.087, -7.613, -5.070)  0.59
H (-2.542, -6.836, -6.830)  -0.03
C (-5.519, 2.724, -3.318)  -1.64
Br (-4.750, 1.071, -3.918)  0.60
Br (-5.813, 2.720, -1.416)  0.58
Br (-4.466, 4.241, -3.872)  0.56
H (-6.485, 2.820, -3.790)  -0.04

***

orbital gap of number 2 (C32H41BBr33F3N2O7S)? 8.81 eV